Entry 1:
Formula: C3H5F
Source: the Open Molecules 2025 dataset
Level of theory: ωB97M-V with the def2-TZVPD basis set

Values from the calculation:
HOMO energy = -10.86 eV
ΔE to the lowest compared entry with this formula, charge and spin = 80.8 kcal per mole
F_max = 5.05 eV Å⁻¹
SMILES = C#CF.C
orbital gap = 11.46 eV

```
9
C3H5F (ωB97M-V with the def2-TZVPD basis set)
C -0.716 2.112 -0.870
C -1.040 1.245 -1.673
F -1.186 0.100 -2.439
H -0.238 2.726 -0.141
C -0.836 -0.898 1.232
H -0.159 -1.530 1.867
H -0.811 0.242 1.483
H -0.465 -0.635 0.104
H -1.781 -1.216 0.802
```


Entry 2:
Formula: C4H3N
Source: the Open Molecules 2025 dataset
Level of theory: ωB97M-V with the def2-TZVPD basis set

Values from the calculation:
HOMO energy = -11.17 eV
ΔE to the lowest compared entry with this formula, charge and spin = 52.8 kcal per mole
F_max = 1.18 eV Å⁻¹
orbital gap = 10.09 eV

```
8
C4H3N (ωB97M-V with the def2-TZVPD basis set)
C 0.230 0.403 -1.090
C 1.158 1.194 -1.555
C -0.051 0.291 0.397
C 0.485 -0.952 0.969
N 0.921 -1.919 1.429
H -0.344 -0.183 -1.809
H -1.130 0.331 0.575
H 0.399 1.134 0.930
```


Entry 3:
Formula: C6H3AuN5O5
Source: the Open Molecules 2025 dataset
Level of theory: ωB97M-V with the def2-TZVPD basis set

Values from the calculation:
HOMO energy (alpha / beta) = -20.71 / -20.70 eV
expectation value of S² = 2.012
total charge = +3
F_max = 12.66 eV Å⁻¹
orbital gap (alpha / beta) = 7.11 / 6.70 eV
spin multiplicity = 3

```
20
C6H3AuN5O5 (ωB97M-V with the def2-TZVPD basis set)
O 2.726 -1.105 1.838
C 2.031 -1.069 0.922
Au 0.877 -1.011 -0.600
O 2.748 -2.919 -2.092
C 2.045 -2.202 -1.531
C -0.277 -0.953 -2.122
O -0.972 -0.918 -3.037
C 1.854 0.482 -1.283
O 2.442 1.381 -1.695
C -0.100 -2.505 0.084
O -0.688 -3.403 0.496
N -2.178 3.125 0.729
N -1.531 1.904 0.847
N -1.589 1.136 1.922
C -0.822 0.073 1.612
N -0.320 0.215 0.366
N -0.775 1.368 -0.096
H -2.087 3.679 -0.134
H -2.749 3.487 1.506
H -0.635 -0.765 2.269
```


Entry 4:
Formula: C36H36N5O4W
Source: the Open Molecules 2025 dataset
Level of theory: ωB97M-V with the def2-TZVPD basis set

Values from the calculation:
HOMO energy = -15.68 eV
total charge = +3
F_max = 0.53 eV Å⁻¹
orbital gap = 4.26 eV

```
82
C36H36N5O4W (ωB97M-V with the def2-TZVPD basis set)
W 0.170 -0.139 -1.496
C -0.126 2.676 -3.018
N -0.580 1.252 -3.205
C -2.084 1.308 -3.231
C -2.637 1.368 -1.813
C -2.996 -0.028 -1.366
N -1.836 -0.929 -1.629
C -2.159 -2.197 -1.669
C -1.310 -3.323 -1.810
C -1.827 -4.632 -1.801
C -0.968 -5.698 -1.956
C 0.403 -5.483 -2.128
C 0.941 -4.204 -2.153
C 0.072 -3.142 -1.992
O 0.496 -1.860 -2.058
C -0.082 0.859 -4.596
C 0.440 -0.559 -4.692
C 1.830 -0.669 -4.065
N 1.880 0.035 -2.755
C 3.012 0.574 -2.399
C 3.233 1.348 -1.226
C 4.533 1.734 -0.858
C 4.723 2.536 0.248
C 3.625 2.994 0.972
C 2.321 2.664 0.612
C 2.143 1.828 -0.470
O 0.892 1.481 -0.883
H -0.478 3.253 -3.872
H 0.959 2.718 -2.980
H -0.541 3.099 -2.107
H -2.446 0.416 -3.746
H -2.372 2.170 -3.833
H -3.507 2.019 -1.737
H -1.902 1.807 -1.117
H -3.844 -0.401 -1.943
H -3.241 -0.066 -0.307
H -3.221 -2.417 -1.572
H -2.889 -4.793 -1.672
H -1.352 -6.708 -1.947
H 1.061 -6.334 -2.246
H 2.002 -4.038 -2.283
H 0.717 1.551 -4.860
H -0.900 1.037 -5.294
H 0.519 -0.833 -5.745
H -0.273 -1.267 -4.259
H 2.555 -0.186 -4.721
H 2.133 -1.707 -3.925
H 3.858 0.448 -3.074
H 5.380 1.389 -1.438
H 5.722 2.821 0.545
H 3.782 3.632 1.832
H 1.473 3.046 1.165
O 1.479 -0.908 0.034
C 0.666 -0.590 0.981
N 0.792 -0.502 2.273
C -0.421 0.144 2.848
C -1.238 0.421 1.560
O -2.289 0.971 1.453
N -0.532 -0.203 0.494
C 0.011 1.422 3.563
C -0.451 2.688 3.227
C 0.005 3.799 3.930
C 0.920 3.652 4.959
C 1.371 2.384 5.306
C 0.912 1.274 4.617
C -1.220 -0.789 3.743
C -0.902 -2.134 3.883
C -1.664 -2.937 4.721
C -2.746 -2.404 5.403
C -3.067 -1.061 5.254
C -2.305 -0.251 4.431
H 1.644 -0.671 2.790
H -1.192 2.827 2.452
H -0.376 4.780 3.681
H 1.261 4.517 5.510
H 2.060 2.258 6.130
H 1.227 0.286 4.936
H -0.058 -2.570 3.361
H -1.403 -3.979 4.845
H -3.334 -3.030 6.059
H -3.906 -0.640 5.793
H -2.545 0.799 4.334
```